Record 1
The following is a quantum chemistry calculation of a molecular structure, C26H25N4O2PS2Se2Zn, from the Open Molecules 2025 dataset.

Computed properties:
ΔE to the lowest compared entry with this formula, charge and spin	0.00	kJ/mol
calculated total energy	-9095.3753	a.u.
E_LUMO	4.27	eV
orbital gap	5.72	eV

ORCA input file:
```
! wB97M-V def2-TZVPD RIJCOSX def2/J DEFGRID3
* xyz -2 1
Zn -0.57641 2.35955 0.23859
N -1.30644 -2.21509 -0.57117
P -0.15227 -1.24830 0.26411
C 1.17242 -2.51378 0.51899
C 0.93423 -3.83096 0.90625
C 1.97978 -4.72450 1.07055
C 3.28958 -4.30411 0.86334
C 3.53947 -2.99198 0.49608
C 2.48545 -2.10187 0.32130
C -0.83625 -1.29192 1.96495
C -0.02298 -0.78774 2.98002
C -0.49817 -0.68930 4.27751
C -1.79201 -1.09316 4.58057
C -2.60789 -1.58995 3.57598
C -2.13268 -1.68540 2.27514
C -1.96893 -1.77196 -1.69848
C -3.06219 -2.48947 -2.21223
C -3.70567 -1.98994 -3.32334
C -3.26352 -0.80497 -3.90224
C -2.16987 -0.18071 -3.32504
N -1.52948 -0.65340 -2.26352
H -1.65955 -3.07245 -0.17558
H -0.07966 -4.16366 1.10563
H 1.77726 -5.74597 1.37203
H 4.11055 -4.99883 0.99787
H 4.55695 -2.65258 0.34340
H 2.67468 -1.06839 0.05366
H 0.97988 -0.44289 2.75078
H 0.13568 -0.26421 5.04612
H -2.17672 -0.98056 5.58659
H -3.63673 -1.84858 3.79067
H -2.80669 -1.99826 1.48694
H -3.39889 -3.39741 -1.72663
H -4.56245 -2.51492 -3.73028
H -3.75594 -0.37199 -4.76161
H -1.77912 0.75357 -3.71649
O 2.12525 1.22844 -3.42908
C 2.37743 1.35761 -2.02001
C 2.63035 2.81638 -1.62571
C 3.99130 3.24185 -2.20251
O 4.07690 3.16660 -3.61957
C 1.55245 3.74301 -2.21083
Se -0.31244 3.12076 -2.08605
C 2.73551 2.99976 -0.09309
Se 1.73179 1.79478 1.09918
H 1.20032 1.52020 -3.52636
H 3.26285 0.75147 -1.80224
H 1.53921 0.95004 -1.45598
H 4.76514 2.60474 -1.74775
H 4.20677 4.27774 -1.91527
H 3.46000 2.46342 -3.88685
H 1.73778 3.89836 -3.27294
H 1.63066 4.71705 -1.72556
H 2.42105 4.01562 0.14879
H 3.78129 2.91428 0.21412
S -2.59715 1.15317 0.25152
C -3.24169 1.74598 1.76371
C -4.38275 1.04297 2.26153
N -5.31256 0.48198 2.65346
C -2.76439 2.82886 2.45128
S -1.41828 3.81546 1.98564
C -3.42117 3.20466 3.67106
N -3.93100 3.51091 4.65901
*
```



Record 2
The following is a quantum chemistry calculation of a molecular structure, C26H25N7O3RuS, from the Open Molecules 2025 dataset.

Computed properties:
⟨S²⟩	6.0460
calculated total energy	-2107.1400	a.u.
E_LUMO (alpha / beta)	-7.21 / -9.86	eV
orbital gap (alpha / beta)	6.96 / 4.31	eV

ORCA input file:
```
! wB97M-V def2-TZVPD RIJCOSX def2/J DEFGRID3
* xyz 2 5
Ru 0.37977 0.68794 0.57255
C 0.53154 6.79355 3.38768
C 1.11978 5.58869 2.74825
C 0.39153 4.39569 2.70130
C 0.93038 3.28134 2.09192
C 2.18922 3.35085 1.51701
C 2.93982 4.51399 1.56320
C 2.40072 5.62385 2.18914
S 2.78141 1.90050 0.69061
O 4.11893 1.99025 0.24625
O 2.39407 0.71082 1.48830
N 1.65910 1.68853 -0.56708
C 2.03413 0.67557 -1.42523
C 3.21036 0.61406 -2.17676
C 3.45353 -0.54330 -2.89893
C 2.52849 -1.57939 -2.87110
C 1.37587 -1.43306 -2.10572
N 1.14648 -0.33487 -1.40688
H -0.44257 6.57343 3.81447
H 0.42516 7.59395 2.65569
H 1.18583 7.17159 4.17206
H -0.58863 4.34497 3.15199
H 0.39340 2.32106 2.10122
H 3.92174 4.53058 1.11703
H 2.98126 6.53170 2.25064
H 3.90567 1.43706 -2.17731
H 4.36202 -0.63092 -3.47563
H 2.69226 -2.48830 -3.42650
H 0.62581 -2.20960 -2.04504
C -5.36208 4.74356 4.76812
C -5.37673 3.22716 4.57146
N -5.06640 2.82700 3.21562
C -6.13500 2.29149 2.41306
C -7.11906 3.39150 2.00315
C -3.79253 2.98236 2.79546
O -2.90611 3.40883 3.51488
C -3.38410 2.57436 1.39769
C -3.83389 3.12850 0.20161
C -3.17274 2.78899 -0.97044
C -2.05400 1.96859 -0.92184
N -1.60715 1.45668 0.22859
C -2.27655 1.73319 1.35186
H -5.62673 4.96350 5.79688
H -6.08132 5.22191 4.10963
H -4.37447 5.14886 4.57329
H -6.35048 2.81658 4.83730
H -4.61398 2.79706 5.23042
H -6.66968 1.54449 3.01064
H -5.71787 1.79435 1.53565
H -7.66721 3.76227 2.86393
H -7.83471 2.99088 1.29193
H -6.59568 4.22674 1.54461
H -4.67066 3.81053 0.17809
H -3.50636 3.18709 -1.91522
H -1.50192 1.71243 -1.81949
H -1.92454 1.28998 2.27998
N -0.32116 -0.67570 1.70491
C -0.36153 -1.70924 2.25323
C -0.51832 -2.90662 2.87159
C -1.76365 -3.55293 2.77971
N -2.77528 -4.07161 2.63720
C 0.55785 -3.52484 3.52914
N 1.43730 -4.00726 4.08130
*
```



Record 3
The following is a quantum chemistry calculation of a molecular structure, C26H25N8O4SSbSe4Tc, from the Open Molecules 2025 dataset.

Computed properties:
⟨S²⟩	1.1148
ΔE to the lowest compared entry with this formula, charge and spin	898.82	kJ/mol
calculated total energy	-12069.4596	a.u.
E_LUMO (alpha / beta)	4.00 / 4.00	eV
orbital gap (alpha / beta)	4.90 / 5.17	eV

ORCA input file:
```
! wB97M-V def2-TZVPD RIJCOSX def2/J DEFGRID3
* xyz -2 2
Tc 0.69040 -0.07930 -0.43200
Se -4.50650 -2.90180 0.42610
Sb -2.07990 -2.96480 0.61490
Se -0.18700 -1.81210 0.34760
Se 1.96460 -1.41490 0.48110
Se -1.89850 -5.33330 0.64020
N 6.81290 -3.46080 -4.14270
C 6.02870 -2.57690 -3.42170
C 5.02730 -3.05440 -2.58130
C 4.31130 -2.17030 -1.80230
C 4.58210 -0.81830 -1.84660
C 5.55840 -0.33160 -2.69700
C 6.28060 -1.20300 -3.48040
S 3.72540 0.45850 -0.92880
O 4.40140 1.69680 -1.11090
O 3.75210 0.04500 0.47450
N 2.25020 0.41320 -1.55680
C 1.50620 1.49460 -1.78250
N 2.08570 2.62950 -2.15770
C 1.28250 3.66880 -2.34380
C -0.09120 3.57400 -2.22490
C -0.61480 2.34170 -1.88970
N 0.18640 1.29830 -1.66040
H 6.40380 -4.36870 -4.29860
H 7.27710 -3.07540 -4.95090
H 4.79150 -4.10730 -2.54480
H 3.52120 -2.59890 -1.19280
H 5.71790 0.73780 -2.72680
H 7.03990 -0.81990 -4.15000
H 1.79270 4.59000 -2.60440
H -0.73820 4.42210 -2.37550
H -1.66870 2.14370 -1.74660
C -4.49750 2.24210 1.00770
C -3.51870 3.22350 0.95930
C -2.18030 2.88360 0.92680
C -1.79640 1.54040 0.98770
C -2.79290 0.56600 1.03030
C -4.13450 0.90180 1.01930
N -0.41920 1.21300 0.92150
C 0.45220 2.06020 1.54770
C 0.12230 2.72170 2.74730
C 1.03750 3.54070 3.36060
C 2.32010 3.71370 2.84700
C 2.66790 3.06750 1.67680
C 1.74030 2.27000 1.05220
H -5.53660 2.53260 1.02250
H -3.78090 4.27610 0.93450
H -1.42730 3.66620 0.84560
H -2.51850 -0.49410 1.08940
H -4.84820 0.08010 1.01020
H -0.86280 2.56080 3.16620
H 0.75170 4.05600 4.27150
H 3.03770 4.34800 3.34880
H 3.64390 3.17670 1.21920
H 2.04230 1.88370 0.08200
C 2.92160 0.38190 3.83450
C 1.49830 -0.03220 3.89850
N 0.94230 -0.96400 3.17410
C -0.36830 -1.05970 3.56550
C -0.59910 -0.15990 4.55450
N 0.59780 0.48040 4.77770
H 3.35670 0.07800 2.88500
H 3.50390 -0.10070 4.62160
H 3.02320 1.46380 3.92470
H -1.01400 -1.77830 3.06220
H -1.49310 0.06880 5.09750
H 0.77220 1.23850 5.41610
O 1.12690 -2.06840 -2.66430
N -0.04370 -2.15210 -3.07230
O -0.90940 -1.44270 -2.55700
*
```



Record 4
The following is a quantum chemistry calculation of a molecular structure, C26H26BBrN3O3Os, from the Open Molecules 2025 dataset.

Computed properties:
ΔE to the lowest compared entry with this formula, charge and spin	0.00	kJ/mol
calculated total energy	-4085.7620	a.u.
E_LUMO	-4.11	eV
orbital gap	6.47	eV

ORCA input file:
```
! wB97M-V def2-TZVPD RIJCOSX def2/J DEFGRID3
* xyz 1 1
Os -2.41453 1.61932 0.67718
C -2.51049 3.39045 1.85461
C -3.78100 2.74287 1.87294
C -4.30210 2.78177 0.54484
C -3.35764 3.41369 -0.29373
C -2.26740 3.81248 0.50755
H -1.92675 3.65041 2.72285
H -4.31296 2.43250 2.75795
H -5.27362 2.42677 0.24014
H -3.48334 3.64004 -1.33837
H -1.42661 4.39603 0.16793
Br 6.79867 -4.83725 5.25751
C 5.10995 -4.65751 4.44129
C 5.03833 -4.26498 3.10902
C 3.80271 -4.12208 2.50962
C 2.64660 -4.35400 3.25345
C 2.72983 -4.77364 4.57688
C 3.96629 -4.92543 5.17841
N 1.34051 -4.10699 2.76051
N 1.26581 -3.84105 1.55045
C 0.36744 -2.90840 1.01354
C 0.37418 -2.77981 -0.35017
C -0.27486 -1.71397 -0.99540
C -0.91469 -0.76555 -0.26170
O -1.50799 0.37511 -0.83116
C -1.03711 -0.90738 1.14238
N -1.73726 0.04812 1.84039
C -1.93596 -0.11516 3.13604
C -1.48955 -1.24299 3.82332
C -0.74801 -2.18562 3.15996
C -0.46182 -2.02417 1.78587
H 5.94638 -4.07795 2.55348
H 3.71770 -3.83431 1.47151
H 1.81662 -4.97254 5.12233
H 4.04666 -5.24374 6.20788
H 0.94498 -3.49255 -0.92962
H -0.21955 -1.62466 -2.06985
H -2.47403 0.67767 3.63640
H -1.72790 -1.35528 4.87075
H -0.39582 -3.06678 3.67136
C 1.14429 1.03676 -4.70877
C 0.56794 1.71178 -3.48125
C 1.61480 2.58836 -2.81336
O 0.23170 0.66408 -2.50893
B -0.95206 1.02011 -1.96662
O -1.58681 2.06868 -2.52642
C -0.81112 2.43923 -3.70929
C -0.71507 3.95169 -3.75722
C -1.57194 1.92120 -4.91883
H 2.10053 0.58200 -4.45164
H 1.31466 1.76385 -5.50324
H 0.48894 0.25200 -5.08037
H 2.48540 1.97849 -2.57490
H 1.23816 3.01976 -1.88457
H 1.93172 3.39492 -3.47284
H -0.40274 4.36139 -2.79840
H -1.68855 4.37053 -4.01115
H -0.00422 4.26522 -4.52222
H -1.67009 0.83539 -4.89636
H -1.07445 2.20953 -5.84405
H -2.57276 2.35159 -4.91792
*
```